(1)
{
  "formula": "C30H45AlClO2P2",
  "method": "ωB97M-V with the def2-TZVPD basis set",
  "symbols": ["Al", "C", "C", "C", "C", "C", "C", "H", "H", "H", "C", "H", "H", "H", "C", "H", "H", "H", "C", "H", "H", "H", "C", "H", "H", "H", "C", "C", "C", "C", "C", "C", "C", "C", "H", "H", "H", "H", "H", "H", "H", "H", "H", "H", "H", "H", "P", "C", "C", "P", "C", "C", "C", "H", "H", "H", "H", "H", "H", "H", "H", "H", "H", "H", "H", "H", "H", "Cl", "C", "C", "C", "C", "C", "C", "C", "O", "O", "H", "H", "H", "H"],
  "xyz": [[0.00000, 0.00000, 0.00000], [-0.93960, -1.75480, 0.94260], [0.38390, -2.09120, 0.45720], [0.60680, -0.42650, 2.07910], [-0.81390, -0.72170, 1.92050], [1.33280, -1.28230, 1.19610], [-2.21120, -2.43880, 0.53970], [-2.13270, -2.86350, -0.46510], [-3.05730, -1.74640, 0.55270], [-2.44060, -3.26280, 1.22880], [-1.91350, -0.07050, 2.70010], [-2.88860, -0.26810, 2.24630], [-1.77150, 1.01420, 2.72920], [-1.93870, -0.44400, 3.73300], [1.16910, 0.57050, 3.04390], [1.29510, 0.12620, 4.04070], [0.50300, 1.43440, 3.13340], [2.14540, 0.93350, 2.71100], [2.82490, -1.39140, 1.10160], [3.21130, -2.07250, 1.87190], [3.30520, -0.41930, 1.24310], [3.13340, -1.78650, 0.12960], [0.72190, -3.22500, -0.46370], [0.94060, -4.14470, 0.09780], [1.60080, -2.99200, -1.07210], [-0.10650, -3.44200, -1.14440], [-1.80920, 1.52700, -6.87510], [-1.87260, 0.19020, -6.89050], [-1.03810, -0.81380, -7.64200], [0.31410, -0.32900, -8.20990], [1.25190, 0.18770, -7.14540], [1.31130, 1.40870, -6.60080], [0.48460, 2.63730, -6.87670], [-0.85830, 2.43800, -7.61350], [-1.63800, -1.23370, -8.46470], [0.14690, 0.41470, -8.99100], [-0.84630, -1.65730, -6.96400], [-0.67820, 2.08780, -8.63150], [-2.51710, 2.03810, -6.22210], [-2.64290, -0.26460, -6.26640], [-1.32860, 3.42350, -7.71190], [0.28110, 3.12210, -5.91160], [2.07100, 1.55910, -5.83270], [1.09480, 3.35990, -7.44120], [0.78870, -1.18480, -8.70440], [1.95210, -0.55160, -6.75550], [-1.20820, 0.29930, -1.90620], [-2.83150, 1.15950, -1.94080], [-1.49200, -1.07500, -3.09970], [1.36640, 0.83350, -1.61890], [0.01560, 1.40750, -2.75740], [2.41300, -0.26520, -2.66340], [2.48810, 2.26340, -1.34770], [-2.80720, 1.93350, -1.16950], [-3.61900, 0.44010, -1.69410], [-3.03900, 1.60080, -2.92160], [-1.63670, -0.69740, -4.11790], [-2.38410, -1.63330, -2.79970], [-0.63930, -1.75840, -3.08210], [2.76090, 2.75300, -2.28880], [3.39600, 1.91150, -0.84690], [1.97050, 2.96360, -0.68720], [-0.22860, 2.44100, -2.49010], [0.15550, 1.31460, -3.83980], [3.36890, -0.43670, -2.15900], [2.60600, 0.18070, -3.64530], [1.91690, -1.23040, -2.79250], [0.44560, 7.65520, 4.24160], [0.11620, 6.22050, 3.28780], [-1.19910, 5.89610, 2.95220], [-1.46710, 4.74740, 2.20410], [-0.41780, 3.90690, 1.77920], [0.90300, 4.24460, 2.11710], [1.16700, 5.39670, 2.86740], [-0.72830, 2.66710, 1.03540], [-1.98590, 2.35500, 0.84940], [0.22820, 1.80890, 0.70850], [-2.01820, 6.52520, 3.27820], [-2.49830, 4.51380, 1.97040], [1.72940, 3.61420, 1.81510], [2.18640, 5.64480, 3.13160]],
  "forces_ev_per_a": [[0.1, 0.6, 3.4], [0.6, 0.0, 0.1], [-0.3, 0.4, 0.5], [-0.6, -1.2, -0.1], [1.0, -0.2, -0.1], [-0.7, 0.0, 0.3], [0.0, 0.1, -0.1], [0.0, 0.0, 0.1], [0.0, -0.1, 0.0], [0.0, 0.2, -0.1], [0.0, 0.1, 0.1], [0.1, 0.1, 0.1], [-0.2, -0.3, 0.1], [0.0, 0.0, -0.2], [0.0, 0.0, 0.0], [0.0, 0.1, -0.2], [0.2, -0.2, 0.1], [-0.1, 0.0, 0.1], [0.0, 0.1, -0.1], [-0.1, 0.2, -0.2], [0.0, -0.1, 0.0], [0.0, 0.0, 0.1], [0.0, 0.0, -0.1], [-0.1, 0.2, -0.1], [-0.1, -0.1, 0.0], [0.1, 0.0, 0.1], [0.1, -0.3, 0.1], [0.1, 0.3, 0.1], [0.1, 0.0, -0.1], [-0.1, 0.0, 0.0], [-0.1, 0.2, 0.2], [-0.1, -0.4, -0.1], [-0.1, 0.0, -0.2], [0.1, 0.0, 0.0], [0.1, 0.1, 0.2], [0.1, -0.2, 0.1], [0.0, 0.1, -0.1], [-0.1, 0.1, 0.2], [0.0, -0.1, -0.1], [0.0, 0.1, -0.1], [0.1, -0.2, 0.0], [0.0, 0.0, -0.1], [0.0, 0.0, -0.1], [-0.1, -0.1, 0.1], [-0.1, 0.2, 0.1], [0.0, 0.1, -0.1], [-3.0, 0.7, -2.9], [0.2, 0.0, 0.2], [0.3, -0.2, 0.4], [3.2, 1.3, -2.4], [0.0, -0.4, 1.4], [-0.2, 0.0, 0.1], [-0.2, -0.1, 0.2], [-0.1, -0.1, -0.1], [0.1, 0.1, 0.0], [0.2, -0.2, 0.1], [0.1, 0.1, 0.2], [0.1, 0.1, 0.0], [-0.1, 0.0, -0.1], [-0.1, -0.2, 0.1], [-0.1, 0.1, -0.1], [0.1, 0.0, -0.1], [0.0, -0.1, 0.0], [0.0, -0.2, 0.3], [-0.2, 0.0, 0.0], [-0.1, 0.0, 0.2], [0.1, 0.0, -0.1], [-0.1, -0.6, -0.4], [0.1, -0.3, -0.2], [0.1, -0.3, -0.2], [0.5, 0.2, 0.2], [0.4, 0.5, 0.2], [-0.5, 0.6, 0.3], [-0.3, -0.1, -0.1], [-4.2, -2.5, -0.5], [4.4, 1.1, 0.1], [-1.0, 1.0, -0.8], [0.1, 0.0, 0.0], [0.2, -0.2, -0.1], [-0.1, -0.1, 0.0], [0.0, 0.0, 0.0]],
  "lowdin_charge": [0.001, -0.251, -0.255, -0.218, -0.213, -0.245, -0.011, 0.069, 0.082, 0.105, -0.001, 0.087, 0.071, 0.103, -0.001, 0.105, 0.077, 0.085, -0.009, 0.104, 0.081, 0.072, -0.019, 0.103, 0.069, 0.072, -0.105, -0.128, -0.184, -0.190, -0.100, -0.132, -0.188, -0.189, 0.120, 0.100, 0.107, 0.100, 0.097, 0.091, 0.112, 0.101, 0.084, 0.119, 0.112, 0.098, 0.882, -0.198, -0.192, 0.878, -0.369, -0.201, -0.195, 0.027, 0.060, 0.060, 0.038, 0.058, 0.041, 0.064, 0.059, 0.035, 0.080, 0.061, 0.055, 0.046, 0.037, 0.673, -0.633, -0.082, 0.008, -0.141, -0.015, -0.084, -0.435, -0.043, -0.105, 0.111, 0.121, 0.109, 0.107],
  "homo_ev": -11.085,
  "e_above_lowest_kcal_mol": 0.0,
  "gap_ev": 8.43,
  "charge": 1
}

(2)
{
  "formula": "C4H4NO2",
  "method": "ωB97M-V with the def2-TZVPD basis set",
  "symbols": ["C", "C", "C", "C", "N", "O", "O", "H", "H", "H", "H"],
  "xyz": [[0.62469, -0.18536, 1.21157], [-0.59220, -0.47179, 0.67981], [1.70736, 0.38431, 0.63769], [-0.95079, -0.17218, -0.76616], [0.17954, 0.39156, -1.42608], [2.65325, 0.95257, 0.43061], [0.31112, 0.63610, -2.58360], [0.64074, -0.40223, 2.24850], [-1.35213, -0.94072, 1.43528], [-1.58893, -0.92873, -1.24873], [-1.63264, 0.73647, -0.61889]],
  "forces_ev_per_a": [[-2.6, -1.2, 0.3], [-0.7, -0.7, -0.3], [1.0, 1.2, -0.3], [-1.6, 1.4, 2.2], [0.8, -0.8, 1.3], [0.1, -0.3, -0.4], [0.0, 0.3, -1.6], [1.0, 0.0, 1.0], [1.3, 1.0, -1.9], [0.7, 0.0, -0.2], [0.2, -1.0, -0.1]],
  "lowdin_spin": [0.013, 0.030, 0.021, 0.144, 0.813, 0.035, 0.911, 0.001, 0.001, 0.013, 0.019],
  "homo_ev": [-13.297, -16.792],
  "gap_ev": [6.90, 10.33],
  "multiplicity": 3,
  "charge": 1,
  "s_squared": 2.007
}

(3)
{
  "formula": "C4H5FO",
  "method": "ωB97M-V with the def2-TZVPD basis set",
  "symbols": ["C", "C", "C", "F", "C", "O", "H", "H", "H", "H", "H"],
  "xyz": [[1.69470, -1.49704, -0.85245], [0.49327, -1.28889, -0.41827], [-0.73402, -0.51949, -0.20820], [-1.46856, -0.16161, -1.33814], [-0.46081, 0.69417, 0.64966], [0.54319, 1.38487, 0.08350], [2.86657, -1.44094, -1.09769], [-1.38572, -1.10184, 0.55316], [-1.43815, 1.25115, 0.56654], [-0.43393, 0.33080, 1.80516], [0.32347, 2.34881, 0.25672]],
  "forces_ev_per_a": [[-3.5, 1.6, 2.0], [7.1, -0.5, -3.6], [-1.6, -1.8, 2.9], [0.8, -0.5, 0.4], [-3.1, -1.2, 1.6], [1.2, 3.6, 0.5], [-3.6, -0.6, 0.7], [0.3, 0.4, -1.8], [0.7, -0.3, 0.3], [0.7, 0.9, -2.4], [0.9, -1.6, -0.5]],
  "lowdin_charge": [0.117, -0.062, -0.398, 0.004, -0.319, -0.033, 0.094, 0.156, 0.135, 0.167, 0.140],
  "homo_ev": -9.795,
  "e_above_lowest_kcal_mol": 71.8,
  "gap_ev": 10.51
}

(4)
{
  "formula": "C4H5NO7S2",
  "method": "ωB97M-V with the def2-TZVPD basis set",
  "symbols": ["C", "C", "C", "C", "N", "O", "O", "O", "O", "O", "O", "O", "S", "S", "H", "H", "H", "H", "H"],
  "xyz": [[-0.13521, -0.37550, 0.59568], [-1.92200, -0.36987, -2.10523], [0.65804, 0.29623, -0.57006], [-0.10135, 1.34729, -1.28907], [0.37851, -0.68973, 1.77330], [2.15963, 2.75032, -0.40285], [-0.32644, 1.71963, -4.13167], [-2.92497, 0.33259, -1.95092], [0.06127, 4.04744, -0.80903], [1.26371, 2.86008, -2.71232], [1.48306, 0.17999, -3.25118], [-0.95962, -0.37494, -2.93363], [0.90418, 2.88312, -1.19392], [0.33638, 1.09142, -2.97008], [-1.18517, -0.42698, 0.41666], [-1.91538, -1.29748, -1.59207], [1.49520, 0.71832, 0.02271], [1.09760, -0.46550, -1.21333], [-0.34273, -0.87939, 2.44263]],
  "forces_ev_per_a": [[1.6, 0.2, 1.6], [-2.6, 0.2, -0.4], [0.4, -1.8, 3.4], [1.8, 1.6, -0.4], [0.0, 1.2, -3.0], [-1.6, 0.2, -0.5], [0.7, -1.1, 1.6], [1.1, 0.0, -0.4], [1.3, -1.4, -0.6], [-0.1, 0.2, 1.6], [-1.7, 1.8, 0.4], [1.1, 0.4, -0.6], [0.1, 0.9, 0.0], [-0.1, -0.1, -3.8], [-1.0, -0.1, 0.0], [-0.1, -1.6, 1.5], [-0.1, -0.1, -0.7], [-0.1, -0.1, 0.0], [-0.7, -0.5, 0.2]],
  "lowdin_charge": [-0.185, -0.579, -0.297, -0.409, 0.027, -0.405, -0.361, -0.024, -0.409, -0.444, -0.368, -0.166, 0.548, 0.735, 0.073, 0.090, 0.093, 0.097, -0.017],
  "homo_ev": -1.159,
  "e_above_lowest_kcal_mol": 63.6,
  "gap_ev": 7.20,
  "charge": -2
}